1.
C42H108N12O7P5S2 | wB97M-V/def2-TZVPD

Computed properties:
* energy above the lowest of the compared OMol25 structures with the same formula, charge and spin: 4.829 eV
* E_HOMO: -9.0 eV
* HOMO-LUMO gap: 4.91 eV
* charge: +1
* maximum force: 0.1443 hartree/bohr

Structure (XYZ):
```
176
Properties=species:S:1:pos:R:3:forces:R:3:lowdin_charge:R:1
C 4.601 1.420 0.956 3.286 -1.087 4.931 0.120
C 5.288 1.385 2.070 -3.518 0.511 -4.106 -0.237
P 5.938 1.519 3.831 0.326 0.009 -1.341 0.702
S 5.719 3.541 4.576 0.095 -0.574 -0.572 0.527
C 4.998 0.421 5.073 0.081 -0.801 0.634 -0.309
C 3.881 -0.526 4.402 -0.565 -0.232 0.060 -0.236
C 2.608 0.280 3.783 -0.146 -0.521 -0.811 -0.214
C 1.186 -0.230 4.378 0.857 -0.096 1.252 -0.207
C 0.578 -1.517 3.623 0.802 0.035 -0.635 -0.207
C -0.581 -1.201 2.552 -0.990 -0.844 -0.115 -0.208
C -1.709 -0.161 3.046 0.958 0.836 -0.061 -0.224
C -3.097 -0.221 2.220 0.042 0.192 0.470 -0.184
C -3.335 1.135 1.375 -0.918 0.471 0.483 -0.198
C -4.094 2.248 2.320 1.127 -0.230 -0.253 -0.193
C -2.944 3.094 3.067 -0.409 0.241 0.657 -0.277
C -3.458 4.421 3.827 1.193 -0.134 0.029 -0.134
C 7.792 1.009 3.732 -0.042 0.413 -1.032 -0.282
C 8.660 2.234 3.102 0.638 -0.427 -0.794 -0.230
C 9.332 1.837 1.659 0.162 1.495 -0.038 -0.207
C 8.237 1.701 0.476 0.124 -1.482 1.177 -0.235
S 9.029 1.347 -1.199 2.150 3.304 -4.998 0.758
O 8.277 2.024 -2.334 1.076 -2.348 4.052 -0.346
O 10.482 1.793 -1.245 -4.236 -2.350 1.353 -0.328
O 8.877 -0.325 -1.483 -0.282 1.965 1.815 -0.198
H 4.078 1.198 -0.049 1.101 0.726 2.129 0.105
H 6.270 4.411 3.633 -0.333 -1.253 0.428 -0.114
H 4.593 1.081 5.942 0.530 -0.952 -1.747 0.115
H 5.805 -0.268 5.556 -1.130 1.337 -0.951 0.111
H 4.350 -1.232 3.605 -0.617 1.393 1.372 0.123
H 3.499 -1.231 5.243 0.739 1.267 -1.313 0.125
H 2.583 0.023 2.651 0.070 0.735 1.815 0.101
H 2.751 1.432 3.888 -0.291 -1.994 -0.075 0.112
H 1.412 -0.570 5.472 -0.485 0.729 -1.735 0.108
H 0.478 0.666 4.473 0.851 -1.473 -0.378 0.103
H 1.456 -1.993 3.020 -1.429 0.684 1.052 0.110
H 0.284 -2.329 4.400 0.145 1.582 -1.350 0.118
H -0.175 -0.876 1.512 -0.560 -0.478 1.856 0.114
H -1.132 -2.210 2.354 1.035 1.647 0.259 0.114
H -1.269 0.903 2.866 -0.738 -1.805 0.446 0.087
H -1.851 -0.237 4.200 0.057 -0.084 -1.983 0.121
H -3.136 -1.171 1.577 0.160 1.478 0.798 0.102
H -3.951 -0.305 3.001 1.294 0.073 -1.418 0.105
H -3.985 0.983 0.440 0.971 -0.117 1.395 0.103
H -2.352 1.624 1.022 -1.360 -1.034 0.476 0.100
H -4.770 1.714 3.084 0.947 0.912 -1.234 0.086
H -4.744 2.935 1.664 0.991 -0.936 1.086 0.107
H -2.410 2.445 3.875 -0.946 0.978 -1.510 0.102
H -2.148 3.388 2.292 -1.128 -0.362 1.074 0.095
H -4.043 4.152 4.781 0.580 0.507 -1.698 0.072
H -2.505 4.987 4.183 -1.654 -0.837 -0.552 0.073
H -4.018 5.125 3.114 0.554 -1.138 1.216 0.074
H 8.164 0.671 4.769 -0.753 0.545 -1.692 0.112
H 7.838 0.151 2.945 -0.231 1.184 1.704 0.107
H 9.531 2.484 3.809 -1.485 -0.314 -1.038 0.129
H 8.045 3.186 2.920 0.857 -1.443 0.476 0.072
H 9.998 2.746 1.375 -0.965 -1.687 0.483 0.133
H 10.021 0.927 1.769 -1.198 1.231 -0.335 0.134
H 7.557 2.618 0.355 1.181 -1.445 -0.002 0.122
H 7.617 0.750 0.716 0.628 1.733 -0.606 0.076
H 8.182 -0.660 -0.861 0.682 0.218 -0.777 0.077
O -7.862 3.040 3.551 -0.199 3.290 1.897 -0.323
P -8.831 2.655 4.688 -0.396 -6.161 -3.902 0.742
N -7.915 1.273 5.124 0.889 -1.358 1.037 -0.356
C -7.693 0.174 4.197 -0.210 0.029 -0.336 -0.119
C -6.645 1.620 5.764 -0.361 0.175 0.198 -0.141
N -10.152 2.301 3.670 -0.670 1.012 -1.042 -0.321
C -10.761 1.001 3.470 -0.585 -0.046 0.781 -0.133
C -10.275 3.085 2.442 0.496 0.132 -0.093 -0.143
N -9.952 2.258 6.020 0.530 2.171 1.679 -0.291
C -10.292 3.476 6.769 -0.651 0.180 -0.084 -0.150
C -9.818 1.149 6.958 0.541 -0.362 0.171 -0.131
H -7.101 -0.617 4.669 0.100 0.264 0.150 0.083
H -7.178 0.490 3.284 0.060 -0.052 -0.110 0.079
H -8.627 -0.314 3.925 -0.057 0.171 -0.097 0.055
H -6.806 2.377 6.540 0.008 0.086 -0.042 0.077
H -5.923 2.021 5.045 0.040 0.073 0.007 0.054
H -6.203 0.751 6.261 -0.143 -0.045 -0.100 0.082
H -10.241 0.425 2.698 0.082 0.021 -0.081 0.080
H -11.803 1.111 3.151 0.074 0.096 -0.045 0.083
H -10.801 0.404 4.383 0.201 0.126 0.003 0.069
H -9.616 2.696 1.656 -0.007 0.107 -0.072 0.080
H -10.017 4.131 2.621 0.105 -0.208 -0.067 0.071
H -11.302 3.078 2.065 -0.032 -0.227 0.224 0.079
H -9.451 3.809 7.382 -0.112 0.062 0.193 0.075
H -11.164 3.322 7.412 0.124 -0.083 -0.051 0.081
H -10.548 4.286 6.077 0.089 -0.041 -0.082 0.078
H -8.953 1.265 7.619 -0.031 -0.178 0.078 0.081
H -9.750 0.186 6.447 0.237 0.285 -0.094 0.073
H -10.711 1.076 7.589 -0.060 0.485 -0.124 0.089
O -0.738 -1.456 -1.290 3.640 -0.384 1.178 -0.334
P -0.207 -2.300 -2.468 -7.071 0.092 -2.070 0.738
N -0.840 -1.229 -3.651 -0.134 0.821 -1.385 -0.350
C -2.266 -0.969 -3.773 -0.274 -0.249 0.237 -0.115
C -0.120 0.046 -3.695 0.350 -0.293 0.042 -0.153
N -1.205 -3.650 -2.171 -0.072 -0.846 1.430 -0.318
C -2.262 -4.145 -3.029 0.498 -0.517 -0.636 -0.132
C -1.544 -3.933 -0.777 0.033 0.462 0.159 -0.147
N 0.459 -3.281 -3.803 2.716 0.436 0.453 -0.287
C 1.838 -3.680 -3.492 0.024 -0.703 0.092 -0.153
C 0.364 -2.977 -5.226 -0.134 0.579 -0.311 -0.129
H -2.462 -0.273 -4.596 0.315 0.108 0.135 0.078
H -2.698 -0.551 -2.859 -0.107 0.089 0.016 0.085
H -2.814 -1.870 -4.044 0.054 -0.106 0.176 0.054
H 0.962 -0.130 -3.705 0.085 -0.095 0.059 0.071
H -0.353 0.674 -2.831 0.010 0.055 -0.106 0.058
H -0.356 0.603 -4.607 -0.135 -0.103 0.116 0.077
H -3.209 -3.629 -2.845 -0.038 0.078 0.073 0.080
H -2.430 -5.213 -2.852 0.041 0.054 0.110 0.082
H -2.021 -4.064 -4.091 0.095 0.194 0.120 0.069
H -2.370 -3.297 -0.433 0.006 -0.012 0.137 0.075
H -0.684 -3.763 -0.126 -0.174 0.121 -0.079 0.064
H -1.836 -4.979 -0.641 -0.003 0.003 -0.312 0.079
H 2.521 -2.830 -3.581 0.198 -0.094 -0.115 0.073
H 2.184 -4.485 -4.147 -0.051 0.125 0.043 0.070
H 1.902 -4.059 -2.466 -0.052 0.052 0.021 0.077
H 0.932 -2.082 -5.500 -0.074 -0.002 -0.178 0.081
H -0.671 -2.856 -5.552 0.134 0.213 0.298 0.074
H 0.755 -3.812 -5.819 0.258 -0.125 0.427 0.087
O 4.833 -5.772 -2.941 0.405 3.845 0.192 -0.323
P 6.302 -5.628 -3.391 -0.395 -7.405 0.228 0.740
N 6.064 -6.618 -4.774 0.033 -0.607 -1.647 -0.360
C 5.655 -8.011 -4.667 -0.012 -0.191 0.398 -0.117
C 5.249 -5.963 -5.799 0.352 0.265 0.103 -0.140
N 6.968 -6.471 -2.067 -0.147 0.471 1.596 -0.322
C 7.657 -7.745 -2.114 0.891 0.244 -0.265 -0.131
C 6.280 -6.344 -0.783 -0.477 0.051 -0.190 -0.149
N 7.996 -5.430 -3.921 -0.030 2.754 -0.550 -0.290
C 8.399 -4.023 -3.795 0.492 0.063 0.428 -0.152
C 8.591 -5.985 -5.133 -0.249 -0.222 -0.595 -0.127
H 5.576 -8.468 -5.659 -0.068 0.320 -0.040 0.086
H 4.695 -8.129 -4.156 -0.077 -0.093 0.003 0.087
H 6.405 -8.608 -4.153 -0.033 0.104 0.162 0.054
H 5.604 -4.940 -5.970 -0.043 0.063 0.055 0.076
H 4.194 -5.911 -5.509 -0.040 0.044 -0.004 0.071
H 5.324 -6.485 -6.758 0.077 -0.084 0.154 0.083
H 6.958 -8.585 -2.069 -0.106 -0.002 0.019 0.082
H 8.342 -7.842 -1.265 -0.100 0.070 0.034 0.082
H 8.282 -7.858 -3.002 -0.203 0.127 -0.053 0.070
H 5.416 -7.018 -0.727 -0.053 0.078 0.112 0.082
H 5.928 -5.321 -0.631 -0.098 -0.190 -0.102 0.065
H 6.948 -6.571 0.053 0.195 -0.114 -0.227 0.076
H 7.933 -3.408 -4.570 0.184 0.142 -0.044 0.078
H 9.486 -3.909 -3.857 -0.113 -0.078 -0.068 0.082
H 8.094 -3.627 -2.820 -0.118 -0.070 0.015 0.067
H 8.175 -5.541 -6.043 0.108 -0.130 -0.097 0.083
H 8.482 -7.070 -5.182 -0.307 0.231 0.059 0.075
H 9.672 -5.805 -5.140 -0.108 0.380 0.319 0.089
O -1.449 2.843 -3.513 -0.815 -0.994 3.523 -0.318
P -2.224 4.066 -2.979 1.804 2.708 -6.525 0.755
N -3.302 4.097 -4.316 -1.436 0.129 -0.953 -0.357
C -2.838 4.307 -5.679 0.410 0.119 -0.031 -0.118
C -4.242 2.974 -4.304 -0.024 0.203 0.400 -0.136
N -0.927 5.163 -3.128 1.510 -0.125 0.725 -0.319
C -0.861 6.304 -4.019 -0.491 0.648 0.488 -0.132
C 0.420 4.633 -2.926 -0.104 -0.481 -0.164 -0.147
N -3.119 5.456 -2.306 -1.081 -1.248 2.250 -0.288
C -3.356 5.252 -0.870 0.327 0.429 0.382 -0.150
C -4.294 6.091 -2.893 -0.469 -0.237 -0.465 -0.127
H -3.680 4.309 -6.378 -0.087 -0.199 0.247 0.085
H -2.123 3.544 -6.003 0.049 -0.044 -0.114 0.085
H -2.385 5.290 -5.798 0.151 -0.050 0.123 0.054
H -4.682 2.859 -3.307 0.055 -0.064 0.050 0.077
H -3.753 2.031 -4.569 -0.002 -0.062 0.036 0.068
H -5.073 3.146 -4.996 0.146 0.128 -0.006 0.083
H -0.503 6.022 -5.013 0.041 -0.090 -0.048 0.081
H -0.173 7.060 -3.624 0.041 -0.112 0.034 0.081
H -1.820 6.816 -4.126 -0.038 -0.241 0.024 0.070
H 0.790 4.134 -3.831 0.109 -0.070 0.060 0.081
H 0.434 3.911 -2.105 -0.048 -0.014 -0.227 0.067
H 1.125 5.424 -2.657 -0.236 0.203 -0.090 0.076
H -4.123 4.491 -0.702 -0.110 0.093 0.185 0.073
H -3.660 6.180 -0.376 -0.028 -0.069 -0.136 0.082
H -2.435 4.919 -0.378 0.043 -0.084 -0.093 0.072
H -5.168 5.432 -2.893 -0.094 0.137 -0.099 0.083
H -4.107 6.436 -3.912 0.074 -0.366 0.099 0.074
H -4.559 6.993 -2.329 0.258 -0.225 0.379 0.089
```
Forces are in eV/Å.



2.
C27H34N7O2PS6Ti | wB97M-V/def2-TZVPD

Computed properties:
* energy above the lowest of the compared OMol25 structures with the same formula, charge and spin: 0.874 eV
* E_HOMO (spin up / spin down): -5.9 / -5.9 eV
* HOMO-LUMO gap (spin up / spin down): 4.97 / 4.96 eV
* maximum force: 0.0273 hartree/bohr

Structure (XYZ):
```
78
Properties=species:S:1:pos:R:3:forces:R:3:lowdin_charge:R:1
Ti 0.662 1.295 -0.176 1.132 -0.183 -0.813 0.670
C 4.748 2.634 0.548 0.093 -0.039 0.061 -0.031
C 3.372 2.092 0.722 -0.195 -0.071 0.043 -0.313
N 2.393 2.303 -0.210 -0.029 0.181 0.151 -0.185
N 2.762 3.154 -1.255 0.068 0.071 -0.007 -0.081
C 2.505 4.490 -1.170 0.043 -0.086 0.019 -0.970
N 2.570 5.134 -2.373 0.017 -0.139 0.001 0.079
S 2.230 5.298 0.247 0.028 0.015 0.102 0.614
C 2.896 1.381 1.799 0.020 0.140 0.074 -0.256
C 3.619 0.991 2.978 0.097 0.034 -0.164 -0.041
C 2.990 0.411 4.023 -0.089 -0.002 -0.001 -0.103
C 1.570 0.227 3.953 -0.015 0.051 -0.120 -0.097
C 0.922 0.570 2.811 -0.067 -0.064 0.131 -0.183
N 1.533 1.070 1.691 -0.063 0.129 0.009 -0.085
H 4.735 3.725 0.567 -0.017 0.040 -0.003 0.062
H 5.399 2.289 1.349 0.014 0.007 0.008 0.065
H 5.185 2.324 -0.404 -0.025 0.000 -0.013 0.081
H 2.639 2.703 -2.156 -0.024 -0.010 -0.028 0.051
H 2.295 4.621 -3.196 0.003 -0.014 -0.026 0.095
H 2.267 6.092 -2.338 -0.028 0.023 0.017 0.079
H 4.681 1.191 3.021 0.003 0.002 -0.010 0.101
H 3.534 0.136 4.917 0.025 -0.004 -0.004 0.095
H 1.006 -0.138 4.800 -0.010 -0.003 0.004 0.095
H -0.151 0.468 2.725 0.008 -0.031 0.054 0.084
S -2.407 1.179 -6.749 0.135 0.115 -0.067 0.495
C -1.474 1.420 -5.414 -0.330 -0.314 0.157 -1.518
S -1.809 2.611 -4.209 0.066 0.058 -0.058 0.897
C -0.560 2.167 -3.069 0.115 -0.092 0.093 -1.123
C 0.230 1.138 -3.446 -0.074 0.153 0.124 -1.114
S 1.593 0.588 -2.501 -0.088 -0.068 0.015 0.595
S -0.159 0.387 -4.971 0.073 0.085 -0.100 0.876
S -0.437 3.051 -1.565 0.025 -0.072 0.031 0.642
C 0.442 -4.339 0.083 -0.014 -0.064 -0.070 -0.116
N 1.228 -3.799 -1.116 0.006 0.006 0.024 -0.069
C 2.725 -3.972 -0.817 -0.028 -0.054 -0.074 -0.112
N 3.086 -3.354 0.407 0.021 0.009 -0.004 -0.141
C 2.279 -3.888 1.501 0.025 -0.039 0.051 -0.152
N 0.846 -3.705 1.283 -0.016 0.003 0.021 -0.140
C 0.466 -2.284 1.334 -0.008 -0.041 0.069 -0.252
P 1.316 -1.270 0.042 -0.163 0.507 -0.084 1.011
C 0.900 -2.357 -1.392 0.020 -0.124 -0.049 -0.260
C 3.026 -1.882 0.343 0.081 -0.023 -0.005 -0.251
H 0.650 -5.410 0.121 -0.020 0.025 0.000 0.142
H -0.612 -4.163 -0.130 0.014 -0.009 0.019 0.147
H 0.994 -4.353 -1.940 0.003 -0.009 0.004 0.180
H 3.261 -3.539 -1.661 0.006 -0.010 0.026 0.147
H 2.895 -5.050 -0.770 0.007 0.028 -0.007 0.142
H 2.562 -3.388 2.425 -0.004 -0.014 -0.011 0.141
H 2.484 -4.958 1.596 -0.002 0.025 0.004 0.136
H 0.721 -1.890 2.319 -0.009 0.016 -0.024 0.084
H -0.616 -2.188 1.208 0.019 0.006 -0.002 0.108
H 1.459 -2.032 -2.269 -0.019 0.008 0.027 0.051
H -0.166 -2.269 -1.609 0.017 0.035 0.017 0.106
H 3.392 -1.463 1.283 -0.019 0.000 -0.015 0.098
H 3.689 -1.522 -0.449 -0.022 -0.008 0.016 0.108
C -7.442 -0.075 0.523 -0.036 -0.005 -0.008 -0.046
C -5.953 0.093 0.427 0.013 0.011 0.022 -0.257
C -5.201 0.446 1.539 0.027 -0.016 -0.026 -0.009
C -3.824 0.608 1.477 -0.080 0.002 -0.059 -0.179
C -3.111 0.989 2.746 0.018 0.007 0.081 -0.031
C -3.175 0.389 0.247 0.142 -0.032 -0.028 -0.034
C -3.913 0.017 -0.891 -0.094 -0.016 0.031 -0.168
C -3.314 -0.248 -2.247 -0.002 -0.003 -0.089 -0.025
C -5.293 -0.112 -0.774 0.046 0.031 -0.003 -0.007
C -1.705 0.560 0.136 -0.076 -0.104 -0.042 -0.561
O -1.022 -0.053 -0.741 -0.332 0.012 0.178 -0.166
O -1.065 1.344 0.910 -0.440 -0.104 0.393 -0.141
H -7.844 0.445 1.392 -0.003 0.007 0.009 0.076
H -7.708 -1.130 0.616 0.007 -0.010 0.001 0.084
H -7.939 0.309 -0.367 -0.005 0.002 -0.007 0.080
H -5.703 0.610 2.486 -0.004 0.005 0.014 0.115
H -3.811 0.950 3.580 0.012 0.022 0.000 0.078
H -2.687 1.989 2.685 0.009 0.001 -0.012 0.095
H -2.289 0.309 2.968 0.008 -0.005 -0.005 0.069
H -2.438 0.358 -2.451 -0.033 0.024 -0.028 0.044
H -4.061 -0.064 -3.018 -0.014 -0.016 -0.014 0.088
H -3.006 -1.294 -2.325 0.042 0.007 -0.004 0.091
H -5.865 -0.370 -1.657 -0.013 -0.004 -0.018 0.121
```
Forces are in eV/Å.